Density functional theory data (ωB97M-V with the def2-TZVPD basis set) for a 3-piece molecular cluster, C31H61BrN2O11P overall.

Last column: Mulliken charge in e.
CARTESIAN COORDINATES (ANGSTROEM)
C1 -5.12 0.31 -2.45  -1.27
C2 -3.68 -0.08 -2.77  -0.82
C3 -2.68 0.56 -1.81  0.85
C4 -2.29 1.99 -2.19  -0.87
C5 -2.17 2.91 -0.99  -1.39
C6 -1.07 2.51 -0.02  0.04
C7 -1.40 2.92 1.40  -1.16
C8 -0.29 2.61 2.41  -0.66
C9 -0.74 1.76 3.60  -0.83
C10 0.37 0.86 4.12  -1.65
C11 1.00 -0.11 3.18  0.31
C12 2.34 -0.22 2.96  0.26
O1 3.28 0.52 3.53  -0.58
N1 2.57 -1.22 2.07  0.53
C13 3.92 -1.64 1.69  -1.23
C14 4.68 -2.49 2.73  -0.52
C15 3.87 -3.47 3.60  -0.85
C16 3.59 -2.99 5.02  -0.34
C17 2.72 -3.97 5.79  -0.99
O2 1.34 -3.65 5.63  -0.13
C18 0.51 -4.27 6.59  -0.35
C19 -0.76 -3.49 6.78  -0.95
C20 1.38 -1.74 1.70  -0.29
P1 1.37 -3.12 0.51  0.67
O3 2.03 -4.29 1.07  -0.66
O4 2.14 -2.47 -0.74  -0.59
O5 -0.07 -3.39 -0.03  -0.42
N2 0.43 -1.08 2.39  1.52
C21 -1.01 -1.36 2.40  -1.42
Br1 -1.27 -3.22 2.90  0.03
C22 -1.70 -0.87 1.12  1.44
C23 -3.00 -1.56 0.77  -1.36
H1 -5.35 0.06 -1.41  0.29
H2 -5.26 1.38 -2.55  0.29
H3 -5.83 -0.20 -3.08  0.43
H4 -3.59 -1.15 -2.71  0.40
H5 -3.45 0.23 -3.79  0.50
H6 -1.80 -0.08 -1.73  -0.18
H7 -3.15 0.58 -0.82  -0.24
H8 -3.04 2.39 -2.86  0.34
H9 -1.35 1.98 -2.73  0.25
H10 -3.13 2.90 -0.48  0.34
H11 -1.96 3.92 -1.33  0.64
H12 -0.15 3.01 -0.30  0.54
H13 -0.87 1.43 -0.06  -0.20
H14 -1.58 3.99 1.39  0.60
H15 -2.33 2.46 1.71  0.41
H16 0.08 3.55 2.80  0.52
H17 0.54 2.11 1.91  0.35
H18 -1.00 2.42 4.42  0.57
H19 -1.66 1.23 3.36  0.52
H20 0.08 0.35 5.03  0.32
H21 1.19 1.52 4.40  0.50
H22 4.17 0.31 3.21  0.40
H23 4.47 -0.72 1.49  0.62
H24 3.87 -2.16 0.74  0.37
H25 5.27 -1.84 3.36  0.33
H26 5.38 -3.07 2.14  0.47
H27 4.45 -4.38 3.68  0.51
H28 2.94 -3.77 3.12  0.37
H29 4.53 -2.85 5.55  0.39
H30 3.08 -2.03 5.03  0.11
H31 2.88 -4.98 5.41  0.37
H32 2.97 -3.96 6.85  0.54
H33 1.04 -4.35 7.54  0.34
H34 0.27 -5.29 6.28  0.29
H35 -1.56 -4.14 7.14  0.37
H36 -1.10 -3.08 5.83  0.03
H37 -0.65 -2.68 7.49  0.32
H38 2.08 -1.50 -0.71  0.39
H39 -0.43 -2.73 -0.64  0.31
H40 -1.40 -0.81 3.24  0.81
H41 -1.92 0.18 1.31  -0.59
H42 -0.99 -0.87 0.30  -0.28
H43 -3.64 -1.64 1.65  0.45
H44 -2.84 -2.55 0.36  0.40
H45 -3.55 -0.97 0.04  0.16
C24 1.81 8.03 -3.83  -1.09
C25 1.79 6.52 -4.00  -0.21
O6 0.52 5.96 -3.63  -0.31
C26 -0.44 6.08 -4.54  0.72
O7 -0.33 6.57 -5.63  -0.55
O8 -1.56 5.55 -4.04  -0.24
C27 -2.70 5.65 -4.90  -0.72
H46 1.53 8.30 -2.81  0.29
H47 2.81 8.41 -4.03  0.36
H48 1.11 8.50 -4.52  0.32
H49 2.50 6.05 -3.33  0.28
H50 2.02 6.23 -5.02  0.33
H51 -2.48 5.26 -5.89  0.36
H52 -3.02 6.69 -4.98  0.32
H53 -3.48 5.06 -4.43  0.18
C28 1.78 -1.24 -4.08  -0.99
C29 1.56 -2.74 -3.99  -0.03
O9 0.19 -3.09 -4.27  -0.32
C30 -0.13 -3.11 -5.57  0.72
O10 0.61 -2.88 -6.48  -0.55
O11 -1.42 -3.43 -5.66  -0.33
C31 -1.92 -3.47 -7.00  -0.66
H54 1.07 -0.70 -3.45  0.07
H55 2.79 -0.99 -3.77  0.34
H56 1.65 -0.89 -5.10  0.42
H57 1.73 -3.08 -2.97  0.13
H58 2.23 -3.28 -4.65  0.37
H59 -1.31 -4.11 -7.63  0.31
H60 -1.95 -2.47 -7.42  0.30
H61 -2.93 -3.87 -6.93  0.22

Computed properties:
Molar mass ... 748.7 g mol⁻¹
Electronic energy ... -137967.482 eV
Charge ... +1
Frontier orbital gap ... 8.69 eV

Density functional theory data (ωB97M-V with the def2-TZVPD basis set) for a 8-piece molecular cluster, C31H61NO26 overall.

Last column: Mulliken charge in e.
CARTESIAN COORDINATES (ANGSTROEM)
C1 -6.15 -4.06 -10.53  -0.98
C2 -4.76 -3.73 -9.79  0.00
O1 -3.64 -4.52 -10.25  -0.38
C3 -2.56 -4.55 -9.29  -0.39
C4 -1.90 -3.11 -8.99  -0.13
O2 -0.80 -3.21 -8.05  -0.39
C5 -0.65 -2.02 -7.25  0.83
C6 -1.66 -2.25 -6.02  -0.63
C7 -1.12 -3.23 -4.87  -0.59
C8 -1.81 -4.68 -4.91  -0.49
N1 -0.98 -5.71 -5.63  -0.56
C9 -0.74 -0.61 -8.04  -0.55
O3 -0.22 0.32 -7.02  -0.25
C10 0.93 -0.42 -6.54  0.49
O4 1.93 0.14 -6.05  -0.53
O5 0.72 -1.84 -6.75  -0.45
H1 -6.56 -3.09 -11.00  0.26
H2 -6.06 -4.84 -11.36  0.27
H3 -6.96 -4.37 -9.76  0.26
H4 -4.52 -2.62 -10.06  0.15
H5 -4.90 -3.72 -8.64  0.21
H6 -2.81 -5.07 -8.30  0.23
H7 -1.72 -5.19 -9.78  0.24
H8 -2.70 -2.42 -8.56  0.26
H9 -1.50 -2.67 -9.99  0.14
H10 -2.67 -2.71 -6.39  0.22
H11 -1.96 -1.23 -5.57  0.40
H12 -1.43 -2.75 -3.86  0.25
H13 0.01 -3.38 -4.86  0.37
H14 -1.99 -5.11 -3.85  0.33
H15 -2.86 -4.68 -5.41  0.30
H16 -1.43 -6.62 -5.42  0.24
H17 -1.07 -5.58 -6.65  0.17
H18 -0.11 -0.65 -9.01  0.34
H19 -1.86 -0.41 -8.13  0.36
C11 1.21 -8.92 0.21  -0.60
O6 1.65 -8.91 -1.15  -0.34
C12 1.52 -7.72 -1.76  0.80
O7 1.07 -6.71 -1.26  -0.59
O8 1.97 -7.84 -3.02  -0.34
C13 1.89 -6.64 -3.79  -0.45
H20 1.36 -9.93 0.60  0.23
H21 1.79 -8.23 0.81  0.27
H22 0.14 -8.69 0.27  0.28
H23 2.50 -5.85 -3.34  0.27
H24 0.85 -6.32 -3.89  0.13
H25 2.28 -6.86 -4.78  0.27
C14 1.86 0.07 -0.30  -0.42
O9 2.69 -1.10 -0.26  -0.36
C15 2.01 -2.24 -0.03  0.76
O10 0.82 -2.33 0.14  -0.55
O11 2.90 -3.25 -0.02  -0.37
C16 2.31 -4.53 0.22  -0.49
H26 2.51 0.92 -0.50  0.25
H27 1.13 -0.01 -1.11  0.25
H28 1.37 0.22 0.66  0.14
H29 1.60 -4.78 -0.57  0.29
H30 1.83 -4.56 1.20  0.30
H31 3.11 -5.27 0.20  0.22
C17 -2.27 4.87 1.31  -0.72
O12 -1.45 3.70 1.36  -0.23
C18 -2.13 2.56 1.59  0.65
O13 -3.32 2.46 1.76  -0.57
O14 -1.24 1.55 1.61  -0.04
C19 -1.82 0.27 1.84  -0.72
H32 -1.61 5.72 1.11  0.21
H33 -2.99 4.80 0.50  0.30
H34 -2.77 5.03 2.27  0.34
H35 -2.53 0.01 1.06  0.31
H36 -2.30 0.24 2.82  0.30
H37 -1.01 -0.47 1.83  0.22
C20 -0.44 2.55 -4.84  -0.48
O15 0.14 3.81 -4.51  -0.35
C21 -0.02 4.18 -3.23  0.74
O16 -0.60 3.55 -2.38  -0.54
O17 0.57 5.38 -3.06  -0.33
C22 0.47 5.90 -1.73  -0.58
H38 -0.24 2.36 -5.90  0.29
H39 0.02 1.75 -4.26  0.18
H40 -1.52 2.57 -4.69  0.30
H41 0.96 5.23 -1.02  0.29
H42 -0.58 6.05 -1.46  0.24
H43 0.97 6.86 -1.71  0.26
C23 -1.18 0.13 8.59  -0.51
O18 -0.73 0.14 7.24  -0.33
C24 -0.87 1.33 6.62  0.82
O19 -1.33 2.34 7.12  -0.55
O20 -0.42 1.21 5.36  -0.32
C25 -0.51 2.40 4.59  -0.59
H44 -1.02 -0.88 8.98  0.23
H45 -0.60 0.83 9.20  0.14
H46 -2.25 0.35 8.65  0.30
H47 0.09 3.20 5.03  0.40
H48 -1.55 2.72 4.49  0.28
H49 -0.12 2.19 3.60  0.12
C26 2.99 4.28 13.12  -0.65
O21 3.34 3.61 11.92  -0.34
C27 2.37 3.59 10.99  0.81
O22 1.27 4.08 11.10  -0.55
O23 2.83 2.93 9.91  -0.36
C28 1.89 2.84 8.83  -0.22
H50 3.84 4.23 13.80  0.23
H51 2.76 5.33 12.93  0.29
H52 2.14 3.78 13.60  0.30
H53 1.63 3.83 8.47  0.33
H54 1.00 2.29 9.14  -0.15
H55 2.37 2.29 8.02  0.35
C29 4.65 5.53 8.43  -0.40
O24 4.58 6.95 8.59  -0.32
C30 3.49 7.51 8.04  0.79
O25 2.61 6.93 7.45  -0.53
O26 3.55 8.83 8.26  -0.33
C31 2.44 9.56 7.73  -0.63
H56 5.57 5.19 8.91  0.25
H57 3.80 5.05 8.92  0.04
H58 4.69 5.26 7.37  0.30
H59 1.51 9.24 8.19  0.29
H60 2.40 9.46 6.64  0.29
H61 2.60 10.62 7.97  0.22

Computed properties:
Molar mass ... 863.8 g mol⁻¹
Electronic energy ... -87857.811 eV
SMILES string ... CCOCCO[C@]1(CCCN)COC(=O)O1.COC(=O)OC.COC(=O)OC.COC(=O)OC.COC(=O)OC.COC(=O)OC.COC(=O)OC.COC(=O)OC
Energy relative to the best compared isomer or geometry (same formula, charge and spin) ... 74.7 kcal per mole
Frontier orbital gap ... 10.03 eV

Density functional theory data (ωB97M-V with the def2-TZVPD basis set) for a 9-piece molecular cluster, C31H62Cl16F3NO2P overall.

Last column: Mulliken charge in e.
CARTESIAN COORDINATES (ANGSTROEM)
C1 -2.86 -2.26 0.67  -0.87
C2 -1.40 -1.76 0.79  -0.49
C3 -1.26 -0.40 0.07  1.26
C4 -0.90 -0.69 -1.38  0.10
P1 -2.04 0.07 -2.66  0.03
C5 -1.25 -0.05 -4.31  -0.60
C6 -3.57 -0.96 -2.73  -1.02
O1 0.49 -0.25 -1.46  -0.49
C7 0.96 0.37 -0.30  -0.13
C8 1.64 1.67 -0.81  0.54
F1 2.64 2.02 -0.05  -0.24
F2 0.79 2.66 -0.94  -0.30
F3 2.16 1.43 -1.98  -0.27
N1 -0.24 0.56 0.55  0.94
C9 -0.07 0.63 2.04  -1.60
C10 0.64 1.93 2.45  1.30
C11 -0.29 2.97 3.10  1.42
C12 0.59 4.16 3.57  -0.78
C13 0.95 5.12 2.44  -0.72
C14 -0.23 5.85 1.84  0.10
O2 0.30 6.86 1.00  -0.39
C15 -0.56 7.17 -0.08  -0.68
H1 -3.45 -1.65 0.00  0.19
H2 -3.34 -2.30 1.64  0.27
H3 -2.89 -3.27 0.27  0.31
H4 -1.16 -1.73 1.85  0.20
H5 -0.78 -2.53 0.34  0.51
H6 -2.25 0.04 0.13  -1.47
H7 -0.80 -1.74 -1.66  0.51
H8 -1.15 -1.07 -4.68  -0.21
H9 -1.91 0.49 -4.98  0.44
H10 -0.29 0.47 -4.35  0.39
H11 -4.33 -0.45 -2.15  0.27
H12 -3.89 -0.96 -3.77  0.40
H13 -3.44 -2.00 -2.44  0.24
H14 1.74 -0.28 0.09  0.43
H15 -0.67 1.47 0.34  0.05
H16 -1.04 0.53 2.50  0.70
H17 0.54 -0.21 2.35  0.55
H18 1.07 2.43 1.59  -0.56
H19 1.45 1.71 3.14  -0.67
H20 -0.83 2.52 3.92  -0.05
H21 -0.96 3.36 2.33  -0.98
H22 0.16 4.68 4.42  0.47
H23 1.53 3.74 3.91  0.15
H24 1.57 4.65 1.68  0.04
H25 1.58 5.89 2.87  0.46
H26 -0.76 6.35 2.65  0.21
H27 -0.92 5.20 1.30  0.00
H28 -0.13 8.01 -0.62  0.28
H29 -0.61 6.32 -0.77  0.23
H30 -1.56 7.47 0.25  0.30
Cl1 -0.77 -3.06 -6.03  -0.26
C16 -1.18 -4.78 -5.73  -0.26
C17 -2.46 -4.93 -4.95  -0.73
Cl2 -2.28 -4.37 -3.26  -0.13
H31 -0.34 -5.24 -5.21  0.19
H32 -1.28 -5.26 -6.70  0.32
H33 -2.73 -5.99 -4.90  0.42
H34 -3.27 -4.38 -5.40  0.39
Cl3 5.45 4.88 -4.21  -0.18
C18 5.02 3.45 -3.24  -0.22
C19 6.17 2.98 -2.37  -0.33
Cl4 7.50 2.30 -3.33  -0.19
H35 4.70 2.66 -3.92  0.32
H36 4.18 3.73 -2.61  0.07
H37 5.82 2.19 -1.70  0.16
H38 6.56 3.79 -1.77  0.37
Cl5 -2.83 0.98 5.50  -0.15
C20 -2.50 -0.76 5.58  -0.35
C21 -1.12 -1.07 6.12  -0.50
Cl6 0.15 -0.55 4.99  -0.05
H39 -2.63 -1.17 4.58  0.07
H40 -3.25 -1.20 6.23  0.43
H41 -1.02 -2.15 6.26  0.38
H42 -0.94 -0.58 7.08  0.21
Cl7 -5.16 3.08 8.61  -0.17
C22 -3.86 3.50 9.76  -0.42
C23 -2.50 3.17 9.21  -0.42
Cl8 -2.24 1.41 9.09  -0.18
H43 -4.06 2.99 10.69  0.31
H44 -3.93 4.58 9.93  0.30
H45 -1.73 3.56 9.88  0.33
H46 -2.35 3.60 8.22  0.25
Cl9 -3.87 0.84 2.26  -0.04
C24 -4.37 1.70 0.77  -0.07
C25 -3.52 2.92 0.51  0.62
Cl10 -3.80 4.20 1.71  -0.16
H47 -5.42 1.96 0.88  0.51
H48 -4.27 1.00 -0.06  -0.37
H49 -3.78 3.34 -0.47  0.45
H50 -2.46 2.68 0.51  -0.80
Cl11 -0.24 -7.40 -4.39  -0.14
C26 0.79 -8.75 -4.93  -0.61
C27 1.51 -8.43 -6.22  -0.49
Cl12 0.38 -8.32 -7.60  -0.20
H51 0.17 -9.63 -5.03  0.36
H52 1.52 -8.94 -4.15  0.34
H53 2.22 -9.21 -6.46  0.35
H54 2.05 -7.49 -6.15  0.37
Cl13 1.84 2.25 5.99  -0.10
C28 3.38 1.36 6.17  -0.52
C29 4.47 1.92 5.30  -0.57
Cl14 4.16 1.62 3.56  -0.13
H55 3.18 0.31 5.95  0.28
H56 3.67 1.45 7.22  0.39
H57 5.41 1.43 5.54  0.40
H58 4.58 2.99 5.44  0.31
Cl15 4.21 -8.50 -8.21  -0.19
C30 3.59 -7.54 -9.57  -0.37
C31 4.44 -6.32 -9.84  -0.42
Cl16 4.31 -5.12 -8.53  -0.18
H59 2.56 -7.27 -9.35  0.23
H60 3.59 -8.19 -10.45  0.33
H61 4.10 -5.84 -10.76  0.30
H62 5.49 -6.59 -9.96  0.32

Computed properties:
Molar mass ... 1136.1 g mol⁻¹
Electronic energy ... -256532.812 eV
Charge ... +1
Frontier orbital gap ... 9.01 eV

Density functional theory data (ωB97M-V with the def2-TZVPD basis set) for C31H62GeN6OS4Si3Sr as an isolated structure.

Last column: Mulliken charge in e.
CARTESIAN COORDINATES (ANGSTROEM)
Sr1 0.32 -1.17 -0.62  0.66
C1 -3.52 -1.79 -3.41  -1.81
C2 -2.57 -1.49 -2.29  0.40
N1 -1.24 -1.53 -2.47  1.38
N2 -0.86 -1.97 -3.73  -1.00
C3 0.27 -2.65 -3.94  0.36
N3 0.56 -2.93 -5.24  -0.53
S1 1.33 -3.13 -2.71  -0.44
C4 -3.02 -1.12 -0.99  -0.59
C5 -4.39 -1.07 -0.62  -1.43
C6 -4.75 -0.75 0.66  -1.12
C7 -3.76 -0.45 1.60  -1.11
C8 -2.45 -0.47 1.18  -0.43
N4 -2.05 -0.80 -0.06  2.73
H1 -3.34 -1.14 -4.27  0.37
H2 -4.55 -1.64 -3.13  0.50
H3 -3.41 -2.82 -3.74  0.32
H4 -1.42 -1.70 -4.53  0.21
H5 -0.17 -2.96 -5.93  0.20
H6 1.33 -3.57 -5.38  0.26
H7 -5.16 -1.31 -1.34  0.36
H8 -5.80 -0.73 0.93  0.44
H9 -4.00 -0.18 2.62  0.43
H10 -1.66 -0.22 1.87  -0.17
C9 1.07 -5.33 2.12  -0.80
C10 0.61 -4.09 2.89  -1.19
S2 -0.54 -2.97 2.07  0.68
C11 -2.07 -3.92 1.88  -0.95
C12 -2.11 -4.98 0.79  -1.12
S3 -1.54 -4.34 -0.80  0.47
C13 -0.49 -5.68 -1.42  -0.71
C14 0.61 -6.22 -0.51  -1.11
S4 1.62 -5.01 0.41  0.12
H11 0.27 -6.06 2.09  0.29
H12 1.89 -5.78 2.67  0.56
H13 1.46 -3.45 3.11  0.28
H14 0.19 -4.40 3.85  0.64
H15 -2.83 -3.16 1.69  -0.12
H16 -2.31 -4.37 2.85  0.71
H17 -3.15 -5.32 0.69  0.64
H18 -1.52 -5.85 1.06  0.26
H19 -0.05 -5.25 -2.31  0.22
H20 -1.12 -6.53 -1.72  0.52
H21 1.29 -6.80 -1.13  0.49
H22 0.21 -6.91 0.22  0.50
C15 2.28 -0.48 1.97  -1.42
C16 1.32 0.69 2.12  2.00
C17 0.47 0.54 3.36  -1.39
O1 0.54 0.84 0.93  -0.26
H23 2.84 -0.62 2.89  0.68
H24 2.98 -0.32 1.15  0.05
H25 1.73 -1.41 1.80  -0.37
H26 1.94 1.59 2.24  -0.99
H27 -0.08 -0.41 3.35  0.12
H28 -0.24 1.36 3.45  -0.15
H29 1.10 0.55 4.25  0.61
C18 -1.14 4.78 -1.73  -1.08
Si1 -0.80 2.93 -1.66  0.55
C19 0.58 2.50 -2.85  -1.16
C20 -2.33 2.06 -2.29  -0.53
Ge1 -0.18 2.59 0.65  0.44
Si2 -2.12 3.31 1.94  1.10
C21 -2.39 2.60 3.65  -1.34
C22 -3.70 3.10 0.95  -0.84
C23 -1.82 5.16 2.12  -1.13
Si3 1.72 3.98 1.23  0.79
C24 1.57 5.71 0.50  -1.38
C25 3.29 3.21 0.53  -0.97
C26 1.88 4.16 3.10  -1.21
H30 -1.40 5.05 -2.75  0.46
H31 -0.30 5.39 -1.42  0.24
H32 -1.99 5.04 -1.11  0.22
H33 0.27 2.80 -3.86  0.53
H34 0.78 1.43 -2.90  0.18
H35 1.51 3.03 -2.62  0.29
H36 -2.72 2.65 -3.12  0.58
H37 -3.13 1.95 -1.55  0.16
H38 -2.09 1.06 -2.66  -0.21
H39 -2.54 1.52 3.66  0.28
H40 -3.31 3.05 4.04  0.41
H41 -1.59 2.84 4.34  0.42
H42 -3.88 2.07 0.66  0.10
H43 -3.68 3.71 0.05  0.34
H44 -4.54 3.43 1.55  0.44
H45 -0.93 5.39 2.71  0.22
H46 -2.67 5.62 2.62  0.45
H47 -1.71 5.65 1.16  0.24
H48 1.74 5.71 -0.58  0.35
H49 2.34 6.34 0.95  0.46
H50 0.61 6.18 0.70  0.35
H51 3.30 3.28 -0.56  0.19
H52 3.42 2.16 0.79  0.18
H53 4.16 3.76 0.90  0.54
H54 0.94 4.44 3.57  0.27
H55 2.60 4.95 3.31  0.51
H56 2.24 3.26 3.58  0.33
N5 7.12 -0.26 -1.71  -0.47
C27 5.77 -0.40 -1.60  0.73
C28 5.20 -1.55 -1.05  -0.79
C29 3.83 -1.63 -0.94  -0.52
N6 2.98 -0.67 -1.32  0.89
C30 3.54 0.42 -1.85  -0.54
C31 4.89 0.61 -2.01  -0.64
H57 7.73 -1.03 -1.52  0.20
H58 7.51 0.52 -2.21  0.20
H59 5.82 -2.38 -0.72  0.42
H60 3.39 -2.54 -0.55  0.16
H61 2.86 1.20 -2.17  -0.05
H62 5.26 1.52 -2.45  0.39

Computed properties:
Molar mass ... 907.6 g mol⁻¹
Electronic energy ... -168468.686 eV
Charge ... +1
2S+1 ... 2
Energy relative to the best compared isomer or geometry (same formula, charge and spin) ... 9.2 kcal per mole
Frontier orbital gap (alpha / beta) ... 6.07 / 8.21 eV